#one
This record from OMol25 describes a cluster of 2 separate species, H4S2 in total. The level of theory is ωB97M-V/def2-TZVPD.

SMILES: S.S
net charge: 0

XYZ file:
```
6
Properties=species:S:1:pos:R:3:lowdin_charge:R:1
S -3.0530 1.8986 3.1965 0.45
H -2.1373 2.3833 2.3373 -0.23
H -2.1813 1.9255 4.2217 -0.23
S 2.7154 -1.8345 -2.7367 0.45
H 3.2047 -2.4529 -3.8275 -0.23
H 1.4515 -1.9201 -3.1913 -0.23
```

#two
This record from OMol25 describes a cluster of 2 separate species, H4S2 in total. The level of theory is ωB97M-V/def2-TZVPD.

SMILES: S.S
net charge: 0

XYZ file:
```
6
Properties=species:S:1:pos:R:3:lowdin_charge:R:1
S 0.1117 1.5490 0.1564 0.49
H 0.8359 2.2633 -0.7252 -0.20
H 0.8041 0.4251 -0.1065 -0.27
S -0.0963 -1.7861 0.3239 0.47
H -0.2979 -0.6973 -0.4413 -0.29
H -1.3576 -1.7540 0.7927 -0.19
```

Energy above the most stable structure, in eV: #one 0.000; #two 0.325

#one
This record from OMol25 describes a cluster of 2 separate species, C2H7NO2 in total. The level of theory is ωB97M-V/def2-TZVPD.

SMILES: NC(=O)O.C
net charge: 0

XYZ file:
```
12
Properties=species:S:1:pos:R:3:lowdin_charge:R:1
N 0.2828 1.0036 -1.1999 0.10
C 0.8890 2.0553 -0.4104 -0.62
O 1.2047 3.1343 -0.8025 0.12
O 1.0184 1.6834 0.8715 0.12
H 0.9651 0.7227 -1.8988 0.09
H -0.4673 1.4271 -1.7413 0.09
H 0.6474 0.7912 0.9314 0.10
C -0.9094 -2.1673 0.8526 -0.05
H -0.5231 -3.1807 0.9392 0.02
H -0.6770 -1.6093 1.7551 0.01
H -1.9837 -2.1850 0.7052 0.02
H -0.4470 -1.6753 -0.0020 0.00
```

#two
This record from OMol25 describes the molecule C2H7NO2. The level of theory is ωB97M-V/def2-TZVPD.

SMILES: CO[C@H](N)O
net charge: 0

XYZ file:
```
12
Properties=species:S:1:pos:R:3:lowdin_charge:R:1
C -1.4426 0.7888 -0.2129 -0.11
O -0.1354 0.8145 0.3007 -0.14
C 0.7620 -0.1321 -0.2657 -0.55
N 0.7115 -1.4108 0.3870 0.09
O 2.0264 0.3994 -0.2015 0.03
H -1.9500 -0.1574 0.0128 0.08
H -1.9754 1.6046 0.2714 0.09
H -1.4428 0.9425 -1.2977 0.09
H 0.5373 -0.2799 -1.3324 0.16
H -0.1733 -1.8761 0.2341 0.07
H 0.8574 -1.3073 1.3857 0.08
H 2.2248 0.6138 0.7186 0.10
```

Energy above the most stable structure, in eV: #one 0.000; #two 0.780

#one
This record from OMol25 describes the molecule C3H4F2S. The level of theory is ωB97M-V/def2-TZVPD.

SMILES: CSC=C(F)F
net charge: 0

XYZ file:
```
10
Properties=species:S:1:pos:R:3:lowdin_charge:R:1
C 0.1607 -1.9884 0.7883 -0.43
S 0.0114 -1.3383 -0.8514 0.83
C 0.5064 0.3043 -0.7325 -0.41
C -0.0137 1.1542 0.1281 -0.46
F -1.0064 0.9345 0.9621 0.13
F 0.3346 2.4411 0.2146 0.11
H 1.2453 -2.1014 1.0510 0.05
H -0.4213 -1.3414 1.4729 0.04
H -0.2227 -3.0152 0.7518 0.04
H 1.3420 0.6681 -1.3461 0.09
```

#two
This record from OMol25 describes a structure of composition C3H4F2S. The level of theory is ωB97M-V/def2-TZVPD.

net charge: 0

XYZ file:
```
10
Properties=species:S:1:pos:R:3:lowdin_charge:R:1
C 0.6716 0.0107 -0.0548 -0.65
C -0.2130 -1.1455 -0.0784 -0.34
C -0.3109 1.2039 0.1010 -0.31
H -0.1401 -1.8704 -0.9406 0.12
H -0.0694 -1.6559 0.8834 0.09
H -0.2556 1.9028 -0.7535 0.09
H -0.1387 1.7149 1.0869 0.10
F 1.5539 -0.0954 1.0980 -0.01
F 1.4972 0.1042 -1.1154 0.09
S -1.7339 -0.0366 0.0046 0.83
```

Energy above the most stable structure, in eV: #one 0.354; #two 0.000